# C18H22NO2PSi

A 2-piece molecular cluster, C18H22NO2PSi overall (the ωB97M-V functional and the def2-TZVPD basis, the OMol25 dataset).

Results
Structure (SMILES) ... O=C1c2ccccc2C(=O)c2ccccc21.C[Si](C)(C)PCN
Gap between HOMO and LUMO ... 7.575 eV
E ... -1535.227305 Eh

CARTESIAN COORDINATES (ANGSTROEM)
C  3.253947  -1.340093  1.666654
C  -0.521266  -2.459376  0.014278
H  1.698076  1.968260  0.728493
H  -3.944960  4.668808  1.205840
H  -0.233112  5.739241  1.870540
H  0.063813  2.528294  -1.785910
H  0.019086  -0.322452  1.486050
P  -1.573678  2.586251  1.375777
O  -1.498523  -1.762923  0.184155
H  -2.877183  2.777431  -0.723735
C  -1.904823  -5.236605  -2.107361
H  1.319091  -6.279314  -1.880355
H  -0.858934  -6.938681  -2.893670
H  4.208593  -1.039467  2.078056
C  0.531460  -4.515010  -0.986625
H  -0.814571  4.051459  -1.947369
C  1.930406  -2.890596  0.393759
Si  0.062192  3.779994  0.362546
N  -3.332581  4.466087  0.427487
C  -0.593721  -3.714166  -0.790429
H  4.011093  -3.147750  0.762482
C  1.617257  3.002111  1.071625
H  -3.784920  4.817174  -0.405820
H  -1.264287  1.393144  0.668881
H  1.578318  2.990704  2.162587
C  0.431666  -5.676188  -1.744942
H  2.205458  0.367748  2.440141
H  0.949774  4.050609  -1.930592
H  -0.801585  6.100477  0.251677
H  2.524402  3.528779  0.769965
C  0.803691  -2.091838  0.592940
C  -1.811363  -4.079854  -1.353438
C  -0.017849  5.591500  0.811660
C  0.062822  3.580996  -1.500039
C  -0.782736  -6.034923  -2.303344
O  2.826881  -4.858784  -0.554428
C  2.128751  -0.548780  1.870256
H  -3.892609  2.409432  0.654176
H  -2.853060  -5.520309  -2.544894
C  1.853997  -4.153936  -0.395813
H  0.944959  6.057458  0.590807
C  3.154107  -2.510755  0.934369
C  -3.057178  3.030712  0.319399
C  0.906841  -0.923704  1.339189
H  -2.667743  -3.441165  -1.185022

Atomic forces in eV per Å
C 0.0 0.0 0.0
C 0.1 0.0 0.0
H 0.0 0.0 0.0
H 0.1 0.0 0.1
H 0.0 0.0 0.0
H 0.0 0.0 0.0
H 0.0 0.0 0.0
P -0.1 0.1 -0.2
O 0.0 0.0 0.0
H 0.1 0.0 0.0
C 0.0 0.0 0.0
H 0.0 0.0 0.0
H 0.0 0.0 0.0
H 0.0 0.0 0.0
C 0.0 0.0 0.0
H 0.0 0.0 0.0
C 0.0 0.0 0.0
Si 0.0 -0.1 0.1
N 0.0 0.1 -0.1
C 0.0 0.0 0.0
H 0.0 0.0 0.0
C 0.0 0.0 0.0
H -0.1 -0.1 0.0
H 0.0 0.0 0.1
H 0.0 0.0 0.0
C 0.0 0.0 0.0
H 0.0 0.0 0.0
H 0.0 0.0 0.0
H 0.0 0.0 0.0
H 0.0 0.0 0.0
C 0.0 0.0 0.0
C 0.0 0.0 0.0
C 0.0 0.0 0.0
C -0.1 0.0 0.0
C 0.0 0.0 0.0
O 0.0 0.0 0.0
C 0.0 0.0 0.0
H 0.0 0.0 0.0
H 0.0 0.0 0.0
C -0.1 0.0 0.0
H 0.0 0.1 0.0
C 0.0 0.0 0.0
C -0.1 0.0 0.1
C 0.0 0.0 0.0
H 0.0 0.0 0.0


# C18H23Br12F5O8S3

C18H23Br12F5O8S3 as an isolated structure at a distorted geometry (the ωB97M-V functional and the def2-TZVPD basis, the OMol25 dataset).

Results
Gap between HOMO and LUMO ... 9.120 eV
E ... -33883.322546 Eh

CARTESIAN COORDINATES (ANGSTROEM)
C  0.793304  3.245066  -1.334210
O  1.347274  -4.222251  -1.628210
H  1.608686  -0.974171  -2.190683
Br  -5.889174  4.325569  -1.913108
C  0.875165  -1.856794  -2.272698
H  -1.672227  0.398192  -0.589974
O  3.197681  3.882696  -3.299392
F  1.200214  -1.113123  4.428657
H  1.761290  -3.821881  3.650498
C  -0.999783  -5.500678  5.649324
C  3.249880  1.475046  -2.757666
O  -1.250237  2.787042  -2.620184
F  2.163173  -0.671207  2.398680
Br  -1.176525  -5.226350  3.737606
H  1.665766  -4.470060  1.241652
S  -0.935850  -1.378658  -2.255757
O  -2.513014  0.994348  -3.424508
Br  -10.131547  3.060296  -0.852487
C  0.283027  4.723812  -0.895073
Br  -10.100162  3.778906  -3.981978
Br  3.202549  1.411561  3.879421
Br  -6.611781  1.623465  -0.331342
H  -2.006310  -5.589269  6.052865
F  3.564490  -1.745528  5.467448
Br  2.174642  4.264921  2.821215
Br  -8.905194  0.976260  -2.968670
C  1.393497  -2.858679  -1.121201
S  2.082917  -4.001183  -3.140034
O  3.562609  -4.028760  -2.900015
S  5.009096  1.241889  -3.327745
H  2.562648  1.013287  -3.538366
O  1.831559  -5.143514  -4.085021
C  -1.035782  0.348938  -1.528563
Br  -3.922491  1.780969  -2.107849
C  0.221083  2.860536  -2.774073
H  3.117992  0.891895  -1.774401
H  2.932999  -3.144562  1.159840
H  0.805164  -1.471088  0.503950
C  0.823945  -2.612302  0.365106
H  0.537348  1.840619  -3.165727
H  0.950136  2.454209  4.007034
C  1.834131  -3.345105  1.383944
H  0.352570  5.482655  -1.735420
C  -1.629513  1.415070  -2.585328
Br  -0.076369  -7.155693  6.055952
H  2.497268  -2.601201  -0.993535
H  -0.197008  -3.084189  0.535193
C  3.573832  -1.792716  4.064151
C  -10.222894  2.365268  -2.660480
H  0.400359  2.551414  -0.502067
F  4.104185  -2.989880  3.572666
H  -11.202329  1.906062  -2.775444
H  0.318452  -2.957645  2.952111
O  2.245154  3.277434  -1.226187
C  2.075121  -1.641325  3.442364
Br  -0.169808  -3.978863  6.518507
Br  2.025703  3.564719  5.953775
H  0.438826  3.679194  -3.540241
H  -0.781701  4.628721  -0.482083
C  2.898895  3.025560  -2.458501
H  0.051757  0.606231  -1.246935
C  -5.188897  2.765049  -0.996828
F  4.388189  -0.694422  3.603291
H  5.422181  -0.029184  -2.902114
H  -4.639120  3.126125  -0.128310
O  1.363518  -2.522088  -3.495376
C  1.948225  2.865144  4.146223
C  1.466681  -3.006734  2.901275
H  0.934534  4.990937  0.015031

Atomic forces in eV per Å
C -1.3 1.5 0.7
O 0.2 1.8 -1.9
H -1.7 -0.8 0.0
Br 0.1 -0.3 0.1
C 2.2 0.2 1.3
H 0.7 -0.3 -1.3
O -1.2 -2.4 3.1
F 1.8 -0.8 -1.7
H -0.3 1.1 -1.2
C 0.0 0.0 0.2
C -0.5 -0.9 1.6
O 0.8 -2.9 0.0
F -0.4 -2.2 1.5
Br -0.1 -0.2 0.3
H 0.3 1.6 0.2
S 0.4 0.1 -0.1
O 6.3 0.4 1.2
Br 0.0 -0.1 -0.3
C 0.0 -1.2 0.8
Br 0.0 -0.2 0.3
Br -0.6 2.0 0.5
Br 0.3 0.2 0.1
H 0.2 0.0 -0.1
F 0.3 -0.5 -3.5
Br 0.0 -0.2 0.2
Br -0.4 0.3 -0.1
C 0.4 1.4 1.5
S 3.3 -5.0 -1.0
O -3.7 2.2 0.1
S 0.2 -0.1 0.1
H 0.7 1.0 0.9
O -1.4 4.1 2.5
C 1.7 1.1 -0.3
Br -4.1 2.1 2.6
C -0.1 0.1 0.6
H 0.1 0.9 -1.4
H -1.5 -0.1 0.2
H -0.1 -1.8 -0.1
C 0.8 -0.8 -0.6
H 0.1 1.4 0.4
H 0.2 0.1 0.1
C -0.4 -0.3 0.3
H 0.0 -1.0 1.1
C -1.7 -1.3 -3.0
Br -0.1 0.4 -0.1
H -1.2 -0.3 -0.4
H 1.1 0.9 -0.4
C 0.4 0.9 0.1
C -0.1 -0.1 0.0
H 0.7 0.7 -1.5
F -0.6 2.7 1.5
H 0.3 0.1 0.0
H 1.8 0.3 0.2
O 0.4 -0.7 -2.4
C -1.0 0.4 -0.3
Br -0.1 -0.3 -0.2
Br 0.0 -0.1 -0.3
H -0.3 -1.2 1.1
H 1.4 0.3 -0.9
C 1.1 0.5 -2.3
H -1.8 -0.2 -0.3
C -0.2 -0.1 0.3
F -1.0 -3.9 1.1
H -1.1 1.1 -0.1
H -0.2 0.0 -0.2
O 0.0 -1.6 0.7
C 0.1 -0.1 0.0
C -0.4 0.1 0.1
H -0.9 -0.1 -1.6


# C18H23F9N6O5PtS2

C18H23F9N6O5PtS2 as an isolated structure (the ωB97M-V functional and the def2-TZVPD basis, the OMol25 dataset).

Results
Gap between HOMO and LUMO ... 7.278 eV
Charge ... +2
E ... -3218.433400 Eh

CARTESIAN COORDINATES (ANGSTROEM)
C  2.412032  0.983292  2.086008
C  3.072162  -1.493555  2.001556
Pt  0.595273  0.029891  -0.527032
C  0.485711  -1.996555  -0.741198
H  1.509202  -3.701894  2.268266
H  2.976257  0.722090  -0.580199
H  0.619100  1.399024  3.167362
H  2.370046  1.888232  1.480478
H  3.025882  1.231663  2.954084
C  -0.576422  2.514594  -4.242001
C  0.314120  2.655726  -1.936267
F  -0.285096  -2.607900  0.201225
C  3.098863  -0.117728  1.298470
H  0.070507  4.625151  -2.589007
C  1.043378  0.565828  2.605373
O  -3.843932  -0.606390  2.622064
H  -1.000087  3.505887  -4.135408
N  2.584782  -0.095542  -0.109620
H  0.689596  3.075498  1.233537
H  -0.628712  1.006696  1.477160
F  -3.647329  1.619076  -2.098150
H  0.292359  5.372710  -0.170431
C  -3.866031  0.458681  -1.502213
H  -1.306658  2.301053  -6.238829
C  -3.807083  -3.142392  1.753225
H  -0.423645  0.000613  -6.490505
O  -2.446757  1.341478  0.607306
S  -2.519990  0.198348  -0.257504
H  1.765190  -0.185255  4.444963
O  1.322607  0.008867  -2.355743
H  0.451783  -3.179155  3.426074
H  0.242570  -0.895950  3.988151
C  -0.766611  1.833314  -5.428064
F  -3.846368  -0.523419  -2.379948
F  -5.006992  0.478753  -0.846425
N  0.046703  0.238480  1.522423
C  1.987961  -1.796421  3.063746
H  2.929555  -0.897464  -0.639240
O  -1.681865  -1.788153  2.522535
H  -0.527222  -0.549827  1.847686
N  1.017533  -2.880602  2.627469
H  0.341673  -2.590254  1.910237
H  0.772704  -1.080182  -4.602410
H  2.495854  -2.263500  3.905251
O  -1.341079  0.096622  -1.195807
F  1.700302  -2.613818  -0.644946
C  0.353091  4.351797  -0.502346
H  4.017244  -1.540356  2.543132
C  0.561827  3.200194  0.173824
C  -0.273711  0.540313  -5.565327
F  -2.989966  -3.972421  1.115303
N  0.206017  3.990209  -1.817993
C  0.119889  1.925806  -3.183684
N  -2.766729  -1.174016  0.374455
H  4.153413  0.142073  1.194828
F  -4.041220  -3.593665  2.972682
C  0.596801  0.617973  -3.330677
F  -0.026774  -2.322164  -1.907595
C  0.392020  -0.071492  -4.517710
F  -4.931071  -3.003487  1.083953
H  3.133634  -2.300569  1.270129
C  1.212746  -0.585295  3.593841
N  0.557187  2.145473  -0.725125
S  -2.986222  -1.495970  1.924583

Atomic forces in eV per Å
C 0.0 0.0 0.0
C 0.0 0.0 0.0
Pt 0.0 0.0 0.0
C 0.0 0.0 0.0
H 0.0 0.0 0.0
H 0.0 0.0 0.0
H 0.0 0.0 0.0
H 0.0 0.0 0.0
H 0.0 0.0 0.0
C 0.0 0.0 0.0
C 0.0 0.0 0.0
F 0.0 0.0 0.1
C 0.0 0.0 0.0
H 0.0 0.0 0.0
C 0.0 0.0 0.0
O 0.0 0.0 0.0
H 0.0 0.0 0.0
N 0.0 0.0 0.0
H 0.0 0.0 0.0
H 0.0 0.0 0.0
F 0.0 0.0 0.0
H 0.0 0.0 0.0
C 0.0 0.0 0.0
H 0.0 0.0 0.0
C 0.0 0.0 0.0
H 0.0 0.0 0.0
O 0.0 0.0 0.0
S 0.1 0.0 0.0
H 0.0 0.0 0.0
O 0.0 0.0 0.0
H 0.0 0.0 0.0
H 0.0 0.0 0.0
C 0.0 0.0 0.0
F 0.0 0.0 0.0
F 0.0 0.0 0.0
N 0.1 0.1 0.0
C 0.0 0.0 0.0
H 0.0 0.0 0.0
O 0.0 0.0 0.0
H -0.1 0.0 0.0
N 0.0 0.0 0.0
H 0.0 0.0 0.0
H 0.0 0.0 0.0
H 0.0 0.0 0.0
O -0.1 0.0 0.0
F 0.0 0.0 0.0
C 0.0 0.0 0.0
H 0.0 0.0 0.0
C 0.0 0.0 0.0
C 0.0 0.0 0.0
F 0.0 0.0 0.0
N 0.0 0.0 0.0
C 0.0 0.0 0.0
N 0.0 0.0 0.0
H 0.0 0.0 0.0
F 0.0 0.0 0.0
C 0.0 0.0 0.0
F 0.0 0.0 0.0
C 0.0 0.0 0.0
F 0.0 0.0 0.0
H 0.0 0.0 0.0
C 0.0 0.0 0.0
N 0.0 0.0 0.0
S 0.1 0.1 0.0


# C18H23FN3PtSeSi

C18H23FN3PtSeSi as an isolated structure at a distorted geometry (the ωB97M-V functional and the def2-TZVPD basis, the OMol25 dataset).

Results
Gap between HOMO and LUMO ... 6.355 eV
Charge ... +1
E ... -3773.777919 Eh

CARTESIAN COORDINATES (ANGSTROEM)
H  2.230573  -2.852410  -3.120953
H  -3.305354  0.868473  4.896252
Pt  -0.568440  -0.682420  -1.126696
H  -2.325334  2.084231  -2.142578
C  2.434806  -4.491417  -0.547294
C  1.265075  2.953130  -3.313608
C  -1.322876  2.335409  -2.466659
H  -0.398491  2.023030  5.166066
H  1.042560  -2.994061  2.834492
C  -0.522952  -2.496437  -2.006679
H  -0.506888  -0.704026  -3.781662
C  1.951332  -2.355181  -0.266969
C  -0.924629  0.444274  0.432840
C  -0.491836  1.330242  -2.980830
F  0.856723  5.168199  -2.693674
H  3.644930  -2.037979  -2.394672
C  0.410502  3.917092  -2.790393
H  0.973114  -1.413994  2.013474
C  -0.223634  1.590741  4.178641
H  -2.776578  -0.487210  3.894068
C  1.803249  -4.362789  0.644467
H  1.524745  -5.100471  1.375438
N  -0.325895  -3.542188  -2.455884
H  -0.307650  -2.608384  1.733708
C  3.059231  -2.951260  -2.421737
H  -2.070413  -0.163978  -3.049180
H  -4.015601  0.618639  3.300051
C  0.806513  1.658441  -3.402333
H  -1.601652  4.022792  2.466247
H  -1.499024  4.432294  -1.980460
H  2.254914  3.239044  -3.640077
Si  -1.769714  1.645332  3.141810
H  0.586029  2.148708  3.704769
N  2.522773  -3.239408  -1.094146
H  2.805023  -5.363598  -1.055099
H  0.112894  0.561278  4.321138
C  -3.087739  0.558722  3.871777
C  -1.274900  0.931373  1.494791
N  1.525336  -3.030469  0.811414
H  -3.252596  3.422911  2.271318
Se  1.731854  -0.500500  -0.570488
H  3.693217  -3.781761  -2.716485
C  -0.877123  3.638051  -2.367902
C  -2.368006  3.385108  2.909337
C  -0.984989  -0.031189  -3.081233
H  1.449346  0.882410  -3.799619
C  0.755887  -2.474297  1.924473
H  -2.638312  3.805503  3.880738

Atomic forces in eV per Å
H 0.0 0.0 0.0
H 0.0 0.0 0.0
Pt -1.1 -0.6 0.4
H 0.0 0.0 0.0
C -0.1 0.0 0.0
C 0.0 0.0 0.0
C 0.0 0.1 0.1
H 0.0 0.0 0.0
H 0.0 0.0 0.0
C 0.5 0.2 -0.4
H 0.0 0.2 -0.2
C 0.1 0.0 0.0
C 0.2 0.5 0.1
C -0.2 -0.1 -0.3
F 0.0 0.0 0.0
H 0.0 0.0 0.0
C 0.1 0.1 0.0
H 0.0 0.0 0.0
C 0.1 0.0 0.0
H 0.0 0.0 0.0
C 0.0 0.0 0.0
H 0.0 0.0 0.0
N -0.1 -0.1 0.1
H 0.0 0.0 0.0
C -0.1 0.0 0.0
H 0.0 0.0 0.0
H 0.0 0.0 0.0
C 0.0 0.0 0.0
H 0.0 0.0 0.0
H 0.0 0.0 0.0
H 0.0 0.0 0.0
Si 0.1 -0.1 0.0
H 0.0 0.0 0.0
N 0.1 0.0 0.0
H 0.0 0.0 0.0
H 0.0 0.0 0.0
C -0.1 -0.1 0.0
C 0.0 0.0 0.0
N -0.1 0.0 0.0
H 0.0 0.0 0.0
Se 0.3 -0.1 0.2
H 0.0 0.0 0.0
C 0.0 -0.1 0.0
C -0.1 0.1 -0.1
C 0.4 -0.1 0.1
H 0.0 0.0 0.0
C 0.1 0.0 0.0
H 0.0 0.0 0.0